Record 1
C9H6N7O5S5W as an isolated structure. Source: the OMol25 dataset; level of theory: the ωB97M-V functional and the def2-TZVPD basis.

Positions of all 33 atoms, in Å:
1 W 0.9395 1.0799 0.7531
2 S 3.0110 0.0807 1.1399
3 S 3.0503 1.3306 -0.5580
4 S 3.2853 0.3958 -2.4079
5 S 1.5524 0.3493 -3.4396
6 N -2.4597 0.4001 -1.7268
7 C -2.8509 1.6458 -1.2813
8 C -1.8798 2.0785 -0.4330
9 N -0.8924 1.1223 -0.3719
10 C -1.2661 0.1254 -1.1560
11 C -0.3565 -0.9641 -1.2127
12 N 0.7600 -0.8041 -0.5083
13 C 1.4900 -1.9507 -0.6960
14 C 0.8040 -2.7956 -1.5128
15 N -0.3727 -2.1614 -1.8264
16 H -2.9313 -0.1669 -2.4065
17 H -3.7626 2.1110 -1.6062
18 H -1.8013 3.0051 0.1097
19 H 2.4594 -2.0801 -0.2531
20 H 1.0535 -3.7667 -1.8968
21 H -1.0894 -2.5110 -2.4347
22 O 2.3301 4.3703 1.3687
23 S 1.0367 3.7576 1.4243
24 O -0.0590 4.5879 1.8473
25 O 0.6829 3.0491 0.0982
26 O 1.0757 2.4345 2.2552
27 O -0.0703 0.1161 2.2925
28 N -0.8411 -0.8384 1.8141
29 C -0.6711 -2.0200 2.2875
30 C -1.4730 -3.0654 1.7067
31 N -2.1140 -3.8906 1.2302
32 C 0.3019 -2.3692 3.2934
33 N 1.0587 -2.6558 4.1072

Atoms 1-2, force components in eV/Å:
W 0.165 0.374 -0.030
S 0.185 0.087 -0.033

The charge is -1. As for the molecular weight: 636.37 g/mol. As for the HOMO-LUMO gap (alpha / beta): 5.926 / 5.948 eV. The calculation puts the total energy at -86103.2819 eV. As for the spin multiplicity: 1. The HOMO energy (alpha / beta) comes out at -4.0 / -4.0 eV.

Löwdin atomic charge list, values in e, 8 entries: atom 1 (W): 1.212, atom 2 (S): 0.177, atom 3 (S): 0.040, atom 4 (S): -0.171, atom 5 (S): -0.176, atom 6 (N): 0.129, atom 7 (C): -0.057, atom 8 (C): -0.067

---

Record 2
A 2-piece molecular cluster, C5H11O2 overall at a distorted geometry. Source: the OMol25 dataset; level of theory: the ωB97M-V functional and the def2-TZVPD basis.

Positions of all 18 atoms, in Å:
1 C -1.7590 -1.7197 -0.8292
2 C -0.2989 -2.1663 -0.6526
3 H -2.4595 -2.3939 -0.3237
4 H -1.9092 -0.7034 -0.4791
5 H -1.9992 -1.9231 -1.8797
6 H -0.0037 -1.9505 0.3880
7 H 0.3488 -1.5345 -1.2514
8 H -0.1729 -3.2469 -0.6910
9 C 1.0133 1.5289 -0.0102
10 C 1.6400 1.0836 1.2992
11 C -0.4204 2.1408 0.1865
12 O -1.3411 1.5917 -0.4720
13 O -0.4970 3.1447 0.9398
14 H 1.5619 2.4030 -0.3753
15 H 0.9103 0.7576 -0.7684
16 H 1.2979 0.0933 1.6028
17 H 1.3545 1.8193 2.0531
18 H 2.7342 1.0754 1.2633

Atoms 1-2, force components in eV/Å:
C 0.163 -1.361 -0.425
C -0.573 0.627 1.905

The charge is -1. As for the molecular weight: 103.14 g/mol. As for the HOMO-LUMO gap: 7.839 eV. The calculation puts the total energy at -9459.7029 eV. As for the spin multiplicity: 1. The HOMO energy comes out at -3.9 eV.

Löwdin atomic charge list, values in e, 8 entries: atom 1 (C): -0.167, atom 2 (C): -0.177, atom 3 (H): 0.050, atom 4 (H): 0.039, atom 5 (H): 0.055, atom 6 (H): 0.053, atom 7 (H): 0.051, atom 8 (H): 0.048

---

Record 3
C9H17Cl2NO2Sc as an isolated structure at a distorted geometry. Source: the OMol25 dataset; level of theory: the ωB97M-V functional and the def2-TZVPD basis.

Positions of all 32 atoms, in Å:
1 Sc -0.9580 -0.4131 1.7569
2 Cl -2.6907 0.5212 0.6141
3 Cl -1.3093 1.5619 4.6011
4 C -1.9167 0.1414 3.7619
5 H -1.6662 -0.7361 4.4118
6 H -3.0129 0.2205 3.8181
7 C 0.8681 -1.4919 -1.0299
8 C -0.2796 -1.7704 -0.5192
9 H 1.7500 -1.4003 -0.3865
10 C -1.5437 -1.7817 -1.3544
11 H -0.4002 -2.2680 0.5007
12 C -1.3092 -2.0522 -2.8352
13 H -2.3426 -2.4336 -0.9738
14 H -1.9469 -0.7612 -1.2806
15 C -0.1828 -1.1554 -3.3586
16 H -1.0465 -3.0977 -3.0258
17 H -2.2084 -1.8348 -3.4170
18 C 1.0976 -1.2351 -2.4839
19 H 0.0749 -1.3938 -4.4036
20 H -0.5212 -0.1091 -3.3416
21 H 1.8007 -1.9436 -2.9594
22 H 1.5940 -0.2569 -2.5511
23 N 1.5348 3.4528 1.1186
24 C 2.2252 2.1817 1.6570
25 C 1.1970 1.0548 1.6885
26 O 1.3392 -0.1530 2.0665
27 O 0.0327 1.4282 1.2843
28 H 1.9550 3.7680 0.2318
29 H 1.6956 4.2370 1.7636
30 H 0.5150 3.3203 0.9781
31 H 3.0814 1.9771 1.0038
32 H 2.5737 2.4227 2.6640

Atoms 1-2, force components in eV/Å:
Sc 0.407 -0.202 1.157
Cl -1.500 0.388 -0.807

The charge is -1. As for the molecular weight: 287.10 g/mol. As for the HOMO-LUMO gap (alpha / beta): 3.957 / 4.609 eV. The calculation puts the total energy at -60939.1405 eV. As for the spin multiplicity: 1. The HOMO energy (alpha / beta) comes out at -1.1 / -1.7 eV.

Löwdin atomic charge list, values in e, 8 entries: atom 1 (Sc): 0.445, atom 2 (Cl): 0.062, atom 3 (Cl): 0.356, atom 4 (C): -0.823, atom 5 (H): -0.036, atom 6 (H): -0.036, atom 7 (C): -0.129, atom 8 (C): -0.218

---

Record 4
One molecule with the formula C16H11F9N2 at a distorted geometry. Source: the OMol25 dataset; level of theory: the ωB97M-V functional and the def2-TZVPD basis.

Positions of all 38 atoms, in Å:
1 F -5.4417 -2.7216 -2.1489
2 F -5.2702 -4.5210 -0.8455
3 F -5.3934 -4.6818 -3.0945
4 F -0.6743 -3.6694 -2.0652
5 F -1.2610 -3.5493 0.0790
6 F -2.9279 -5.0487 -1.7855
7 F -3.0060 -3.7002 -3.4878
8 F -2.9361 -1.6727 -2.4875
9 F -3.5131 -2.2452 -0.4251
10 N 1.5951 -0.4900 -0.9647
11 C 0.7094 0.2096 -0.3459
12 C 0.8808 -1.6794 -1.3837
13 C -0.3564 -1.7210 -0.8930
14 C 1.0160 1.4920 0.3414
15 C 2.2978 1.7100 0.7421
16 C 4.1641 4.7563 3.0703
17 C 4.9295 3.7634 2.4732
18 C 2.7929 4.8593 2.7772
19 C 4.2872 2.8824 1.6127
20 C 2.1619 3.8760 1.8986
21 C 2.9205 2.8728 1.3795
22 N -0.5344 -0.4109 -0.3605
23 C -1.6807 0.1857 0.3017
24 C -4.8970 -3.9438 -2.0754
25 C -1.2730 -2.8766 -1.1268
26 C -3.3513 -3.8421 -2.1798
27 C -2.8043 -2.5913 -1.5078
28 H 1.3263 -2.4920 -1.8777
29 H 0.1685 2.1422 0.5285
30 H 3.0454 0.9189 0.5411
31 H 4.6296 5.6087 3.6293
32 H 6.0292 3.7313 2.6482
33 H 2.1788 5.6554 3.1355
34 H 4.9059 2.1868 1.0512
35 H 1.1483 4.0192 1.5750
36 H -2.2418 0.4335 -0.5531
37 H -2.2315 -0.5627 0.9848
38 H -1.3931 1.1164 0.8391

Atoms 1-2, force components in eV/Å:
F -0.050 -0.595 0.084
F 0.689 1.026 -2.407

As for the molecular weight: 402.26 g/mol. As for the HOMO-LUMO gap: 8.513 eV. The calculation puts the total energy at -44206.4205 eV. As for the spin multiplicity: 1. The HOMO energy comes out at -8.5 eV.

Löwdin atomic charge list, values in e, 8 entries: atom 1 (F): 0.172, atom 2 (F): 0.119, atom 3 (F): 0.169, atom 4 (F): 0.122, atom 5 (F): 0.108, atom 6 (F): 0.173, atom 7 (F): 0.148, atom 8 (F): 0.156

---

Question: molecular weight of number 1 (C9H6N7O5S5W)?
Answer: 636.37 g/mol